Entry 1:
# C3H4FN

C3H4FN in the gas phase (ωB97M-V with the def2-TZVPD basis set, the Open Molecules 2025 dataset).

Positions of all 9 atoms, in Å:
1 C -1.779 -0.024 0.117
2 N -0.633 0.540 -0.195
3 C 0.424 -0.336 -0.311
4 C 1.665 0.356 -0.161
5 F 2.829 -0.190 0.041
6 H -2.447 0.764 0.256
7 H -1.986 -1.101 0.358
8 H 0.284 -1.420 -0.250
9 H 1.643 1.410 0.146

The value obtained for the HOMO energy is -8.76 eV. The gap between HOMO and LUMO comes out at 9.33 eV. The calculation puts the LUMO energy at 0.6 eV. The calculation puts the relative energy (zero: lowest compared OMol25 entry of this formula, charge and spin) at 151.8 kJ/mol. The SMILES is C=N/C=C/F.

Entry 2:
# C32H60INO17

A 5-piece molecular cluster, C32H60INO17 overall (ωB97M-V with the def2-TZVPD basis set, the Open Molecules 2025 dataset).

Positions of all 111 atoms, in Å:
1 H -0.347 0.223 -1.903
2 N -0.723 -0.626 -2.331
3 C -0.545 -1.627 -1.559
4 C -1.057 -2.954 -2.031
5 C 0.127 -1.437 -0.198
6 C 1.082 -2.489 0.279
7 I 0.058 -4.352 0.933
8 O 2.061 -2.936 -0.659
9 C 2.991 -3.593 0.092
10 O 3.764 -4.385 -0.304
11 O 2.896 -3.207 1.416
12 C 2.096 -2.024 1.395
13 C 1.389 -1.607 2.669
14 C 2.120 -1.884 4.001
15 C 1.659 -3.206 4.664
16 O 2.718 -3.904 5.279
17 C 3.467 -4.683 4.370
18 O 2.815 -1.006 0.781
19 C 4.067 -0.658 1.417
20 C 5.270 -1.183 0.631
21 C 6.089 -2.212 1.455
22 C 6.213 -0.074 0.105
23 C 6.950 -0.639 -1.124
24 C 5.496 1.220 -0.319
25 H -1.525 -2.803 -2.999
26 H -0.259 -3.690 -2.079
27 H -1.829 -3.302 -1.345
28 H -0.664 -1.349 0.549
29 H 0.628 -0.468 -0.231
30 H 1.221 -0.534 2.589
31 H 0.406 -2.072 2.732
32 H 3.198 -1.952 3.896
33 H 1.862 -1.080 4.688
34 H 1.193 -3.843 3.904
35 H 0.907 -2.997 5.422
36 H 4.165 -5.273 4.960
37 H 4.039 -4.065 3.673
38 H 2.829 -5.365 3.800
39 H 4.075 0.419 1.559
40 H 4.077 -1.097 2.411
41 H 4.923 -1.728 -0.246
42 H 7.130 -1.903 1.551
43 H 6.089 -3.196 0.988
44 H 5.704 -2.333 2.467
45 H 6.997 0.138 0.833
46 H 6.213 -0.901 -1.888
47 H 7.495 -1.554 -0.893
48 H 7.613 0.107 -1.559
49 H 4.420 1.095 -0.426
50 H 5.903 1.617 -1.247
51 H 5.655 1.999 0.430
52 C -4.256 3.164 4.293
53 C -5.220 2.210 3.624
54 O -4.962 2.086 2.215
55 C -3.928 1.318 1.893
56 O -3.225 0.708 2.658
57 O -3.800 1.319 0.564
58 C -2.675 0.575 0.101
59 H -4.267 4.132 3.792
60 H -4.530 3.306 5.338
61 H -3.236 2.783 4.257
62 H -6.239 2.587 3.692
63 H -5.197 1.225 4.089
64 H -2.697 -0.435 0.506
65 H -1.751 1.077 0.393
66 H -2.740 0.532 -0.981
67 C -1.459 0.453 -5.377
68 C 0.029 0.669 -5.208
69 O 0.700 0.683 -6.483
70 C 0.585 1.808 -7.179
71 O 0.015 2.810 -6.834
72 O 1.232 1.647 -8.337
73 C 1.144 2.767 -9.219
74 H -1.649 -0.449 -5.961
75 H -1.939 0.348 -4.408
76 H -1.920 1.289 -5.905
77 H 0.464 -0.160 -4.657
78 H 0.247 1.586 -4.660
79 H 1.460 3.681 -8.722
80 H 0.125 2.878 -9.588
81 H 1.810 2.552 -10.050
82 C 0.143 6.522 8.375
83 C -1.266 5.993 8.222
84 O -1.295 4.733 7.534
85 C -0.949 3.676 8.266
86 O -0.650 3.684 9.430
87 O -1.002 2.597 7.483
88 C -0.587 1.386 8.120
89 H 0.635 6.577 7.403
90 H 0.125 7.518 8.816
91 H 0.738 5.873 9.016
92 H -1.859 6.665 7.604
93 H -1.765 5.897 9.186
94 H -1.135 1.224 9.044
95 H 0.483 1.413 8.320
96 H -0.806 0.586 7.419
97 C -6.998 0.384 -6.187
98 C -7.343 -1.051 -6.523
99 O -6.746 -1.469 -7.761
100 C -5.450 -1.765 -7.696
101 O -4.763 -1.736 -6.709
102 O -5.039 -2.102 -8.919
103 C -3.640 -2.380 -9.012
104 H -7.269 1.043 -7.013
105 H -7.538 0.701 -5.295
106 H -5.931 0.498 -6.003
107 H -8.415 -1.158 -6.677
108 H -7.048 -1.731 -5.725
109 H -3.342 -3.130 -8.283
110 H -3.063 -1.468 -8.864
111 H -3.472 -2.758 -10.016

The value obtained for the HOMO energy is -9.74 eV. The gap between HOMO and LUMO comes out at 9.56 eV. The calculation puts the LUMO energy at -0.2 eV. The SMILES is [H]/N=C(/C)C[C@@]1(I)OC(=O)O[C@@]1(CCCOC)OC[C@H](C)C(C)C.CCOC(=O)OC.CCOC(=O)OC.CCOC(=O)OC.CCOC(=O)OC.

Entry 3:
# C4H53Br2FN2O26S2

A 25-piece molecular cluster, C4H53Br2FN2O26S2 overall (ωB97M-V with the def2-TZVPD basis set, the Open Molecules 2025 dataset).

Positions of all 90 atoms, in Å:
1 C 1.028 -2.246 1.639
2 C 0.111 -1.750 0.495
3 Br -0.001 -3.105 -0.899
4 C 0.569 -0.348 -0.027
5 Br -0.672 0.971 0.762
6 N 2.014 -0.036 0.358
7 N 2.048 1.417 0.601
8 C 2.601 1.601 1.666
9 S 3.064 2.288 2.964
10 S 3.007 -0.178 -1.049
11 O 2.608 -1.243 -1.879
12 O 3.009 1.064 -1.725
13 F 4.418 -0.504 -0.477
14 H 2.037 -2.472 1.288
15 H 1.052 -1.476 2.417
16 H 0.584 -3.152 2.052
17 H -0.881 -1.617 0.911
18 H 0.418 -0.247 -1.104
19 O -2.759 -1.898 -0.324
20 H -3.034 -1.918 -1.249
21 H -3.560 -1.644 0.152
22 O -4.375 -2.255 2.232
23 H -3.541 -2.687 2.448
24 H -5.034 -2.752 2.730
25 O 1.285 -3.384 4.391
26 H 0.807 -3.486 5.222
27 H 2.169 -3.714 4.585
28 O 4.625 5.253 2.115
29 H 4.505 5.063 1.177
30 H 4.394 4.423 2.555
31 O -4.131 -0.178 -2.051
32 H -3.698 0.624 -2.369
33 H -4.615 -0.508 -2.819
34 O -4.379 2.507 -0.201
35 H -4.185 1.585 0.007
36 H -5.338 2.573 -0.109
37 O 4.499 -3.048 1.872
38 H 4.884 -3.055 0.989
39 H 5.137 -2.563 2.406
40 O -7.189 0.814 -1.507
41 H -6.270 0.752 -1.798
42 H -7.697 0.841 -2.326
43 O 2.117 7.096 3.562
44 H 2.838 6.860 2.965
45 H 2.530 7.106 4.433
46 O 0.388 -4.761 -3.864
47 H 0.775 -4.745 -4.747
48 H 1.021 -4.268 -3.326
49 O 6.003 2.504 2.145
50 H 6.472 3.261 1.775
51 H 5.461 2.187 1.414
52 O 5.328 0.001 -3.369
53 H 5.018 -0.012 -4.280
54 H 4.557 0.275 -2.856
55 O 1.938 -6.452 -5.871
56 H 2.771 -6.902 -5.689
57 H 1.289 -6.941 -5.352
58 O -3.307 -2.223 -3.908
59 H -3.076 -3.153 -3.778
60 H -2.693 -1.928 -4.589
61 O -2.381 -5.495 -4.995
62 H -2.403 -5.897 -5.870
63 H -1.503 -5.711 -4.654
64 O -6.588 1.653 2.376
65 H -6.639 1.236 1.509
66 H -5.716 1.407 2.708
67 O -0.530 7.730 4.822
68 H 0.363 7.599 4.477
69 H -1.083 7.754 4.034
70 O 7.031 1.319 -0.859
71 H 7.951 1.319 -1.143
72 H 6.552 0.946 -1.610
73 O 3.295 -4.322 -3.644
74 H 3.679 -4.304 -4.527
75 H 3.919 -3.825 -3.102
76 O -7.126 -2.060 0.114
77 H -6.945 -1.132 -0.073
78 H -6.957 -2.505 -0.724
79 O -2.206 7.572 1.876
80 H -2.335 6.702 2.271
81 H -2.736 7.543 1.070
82 O 6.105 0.245 4.558
83 H 6.335 1.154 4.328
84 H 6.199 -0.232 3.728
85 O -1.290 9.355 -0.412
86 H -1.718 9.289 0.448
87 H -0.397 9.032 -0.252
88 O -7.386 -5.016 1.265
89 H -7.218 -4.088 1.054
90 H -7.214 -5.483 0.441

The value obtained for the HOMO energy is -9.86 eV. The gap between HOMO and LUMO comes out at 8.72 eV. The calculation puts the LUMO energy at -1.1 eV.

Entry 4:
# C11H26N8PS2Tb

C11H26N8PS2Tb as an isolated structure (ωB97M-V with the def2-TZVPD basis set, the Open Molecules 2025 dataset).

Positions of all 49 atoms, in Å:
1 Tb 0.985 -1.591 0.544
2 N 2.950 -3.129 1.479
3 N 3.286 -2.971 2.841
4 C 2.768 -2.002 3.604
5 N 3.157 -1.900 4.850
6 S 1.592 -0.863 3.015
7 H 2.704 -4.115 1.356
8 H 3.805 -2.986 0.934
9 H 3.978 -3.615 3.211
10 H 3.846 -2.514 5.271
11 H 2.758 -1.191 5.451
12 C 0.953 4.319 1.788
13 N -0.466 3.700 1.705
14 C -1.080 4.095 0.336
15 N -0.219 3.686 -0.715
16 C 1.106 4.297 -0.589
17 N 1.729 3.901 0.676
18 C 2.121 2.501 0.713
19 P 0.608 1.430 0.552
20 C -0.426 2.206 1.879
21 C -0.174 2.247 -0.923
22 H 1.384 4.007 2.739
23 H 0.809 5.399 1.786
24 H -1.043 4.098 2.452
25 H -1.189 5.179 0.359
26 H -2.061 3.627 0.278
27 H 1.005 5.382 -0.614
28 H 1.735 3.990 -1.422
29 H 2.641 2.272 1.645
30 H 2.804 2.291 -0.112
31 H -0.021 1.985 2.867
32 H -1.449 1.826 1.837
33 H -1.177 1.845 -1.071
34 H 0.412 2.017 -1.815
35 S -1.164 -1.335 -0.945
36 C -1.983 -2.449 -2.063
37 N -2.844 -1.895 -2.884
38 C -3.643 -2.674 -3.865
39 C -2.859 -3.909 -4.260
40 C -2.462 -4.677 -3.015
41 N -1.775 -3.750 -2.074
42 H -2.961 -0.894 -2.847
43 H -3.840 -2.022 -4.712
44 H -4.596 -2.928 -3.398
45 H -1.971 -3.623 -4.826
46 H -3.468 -4.544 -4.901
47 H -1.768 -5.483 -3.238
48 H -3.328 -5.099 -2.504
49 H -1.171 -4.144 -1.375

The value obtained for the HOMO energy (alpha / beta) is -19.94 / -19.94 eV. As for the multiplicity: 7. The gap between HOMO and LUMO (alpha / beta) comes out at 6.63 / 6.98 eV. The calculation puts the LUMO energy (alpha / beta) at -13.3 / -13.0 eV. The calculation puts the relative energy (zero: lowest compared OMol25 entry of this formula, charge and spin) at 0.0 kJ/mol. The charge is +4.

Entry 5:
# C27H33N3O

C27H33N3O in the gas phase (ωB97M-V with the def2-TZVPD basis set, the Open Molecules 2025 dataset).

Positions of all 64 atoms, in Å:
1 O -1.027 -0.607 -1.508
2 C -1.677 -0.669 -0.487
3 N -1.485 -1.631 0.460
4 C -0.626 -2.744 0.304
5 C -1.152 -3.998 0.577
6 C -0.414 -5.149 0.372
7 C 0.870 -5.037 -0.132
8 C 1.422 -3.794 -0.365
9 C 0.712 -2.610 -0.123
10 N 1.280 -1.372 -0.318
11 C 1.189 -0.333 0.680
12 C 2.512 -0.271 1.467
13 N 3.653 -0.054 0.606
14 C 4.086 1.229 0.301
15 C 3.385 2.378 0.682
16 C 3.890 3.638 0.422
17 C 5.100 3.798 -0.229
18 C 5.808 2.669 -0.607
19 C 5.316 1.408 -0.344
20 C 3.735 -1.104 -0.391
21 C 2.416 -1.175 -1.183
22 C -2.753 0.379 -0.175
23 C -3.732 0.385 -1.359
24 C -4.752 1.508 -1.188
25 C -5.534 1.290 0.107
26 C -4.563 1.296 1.287
27 C -3.846 2.643 1.351
28 C -3.067 2.859 0.055
29 C -4.030 2.852 -1.131
30 C -2.042 1.740 -0.110
31 C -3.539 0.168 1.120
32 H -2.211 -1.757 1.149
33 H -2.172 -4.068 0.931
34 H -0.843 -6.115 0.584
35 H 1.457 -5.924 -0.322
36 H 2.438 -3.739 -0.721
37 H 0.370 -0.535 1.367
38 H 1.008 0.624 0.176
39 H 2.477 0.500 2.236
40 H 2.662 -1.238 1.963
41 H 2.430 2.301 1.177
42 H 3.321 4.505 0.726
43 H 5.487 4.784 -0.435
44 H 6.762 2.772 -1.105
45 H 5.908 0.549 -0.622
46 H 4.559 -0.918 -1.076
47 H 3.915 -2.052 0.128
48 H 2.448 -1.961 -1.936
49 H 2.271 -0.216 -1.696
50 H -4.243 -0.580 -1.416
51 H -3.167 0.519 -2.283
52 H -5.443 1.499 -2.038
53 H -6.066 0.337 0.066
54 H -6.275 2.082 0.234
55 H -5.120 1.134 2.218
56 H -3.164 2.663 2.205
57 H -4.576 3.444 1.487
58 H -2.545 3.821 0.097
59 H -4.756 3.662 -1.024
60 H -3.477 3.016 -2.058
61 H -1.345 1.747 0.732
62 H -1.467 1.881 -1.027
63 H -2.865 0.173 1.982
64 H -4.075 -0.785 1.094

The value obtained for the HOMO energy is -7.10 eV. The gap between HOMO and LUMO comes out at 7.64 eV. The calculation puts the LUMO energy at 0.5 eV. The calculation puts the relative energy (zero: lowest compared OMol25 entry of this formula, charge and spin) at 0.0 kJ/mol. The SMILES is O=C(Nc1ccccc1N1CCN(c2ccccc2)CC1)[C@]12C[C@H]3C[C@H](C[C@H](C3)C1)C2.

Entry 6:
# C25H27AsN3O2Ti

C25H27AsN3O2Ti as an isolated structure (ωB97M-V with the def2-TZVPD basis set, the Open Molecules 2025 dataset).

Positions of all 59 atoms, in Å:
1 Ti 1.203 0.112 0.046
2 N 2.938 -0.913 -0.481
3 C 4.082 -0.277 0.208
4 C 4.057 -0.552 1.709
5 C 2.854 0.034 2.450
6 N 1.584 -0.579 1.996
7 H 2.987 -1.929 -0.337
8 H 3.056 -0.749 -1.487
9 H 4.047 0.804 0.013
10 H 5.026 -0.653 -0.201
11 H 4.958 -0.118 2.143
12 H 4.106 -1.632 1.886
13 H 2.780 1.122 2.294
14 H 3.001 -0.147 3.523
15 H 0.838 -0.256 2.631
16 H 1.660 -1.596 2.137
17 O 2.124 1.516 -1.252
18 C 1.701 2.426 -0.499
19 C 1.654 3.914 -0.669
20 C 0.843 4.355 0.560
21 C 0.404 3.057 1.217
22 O -0.435 2.852 2.051
23 N 1.105 2.013 0.616
24 H 1.163 4.162 -1.613
25 H 2.654 4.352 -0.710
26 H -0.035 4.956 0.318
27 H 1.449 4.932 1.264
28 C -6.116 -0.158 0.120
29 C -5.315 0.132 -0.971
30 C -3.937 0.210 -0.833
31 C -3.368 -0.007 0.415
32 C -4.169 -0.290 1.519
33 C -5.542 -0.379 1.363
34 As -1.410 0.154 0.767
35 C -0.890 -1.738 0.591
36 C -1.200 -2.760 1.480
37 C -0.806 -4.060 1.200
38 C -0.086 -4.340 0.045
39 C 0.239 -3.335 -0.849
40 C -0.154 -2.018 -0.585
41 C -0.046 -0.881 -1.519
42 C 0.516 -0.910 -2.807
43 C 0.407 0.199 -3.621
44 C -0.284 1.335 -3.198
45 C -0.842 1.392 -1.933
46 C -0.724 0.297 -1.071
47 H -7.188 -0.213 0.000
48 H -5.759 0.306 -1.940
49 H -3.319 0.440 -1.695
50 H -3.708 -0.428 2.495
51 H -6.168 -0.604 2.213
52 H -1.792 -2.541 2.363
53 H -1.082 -4.858 1.870
54 H 0.187 -5.359 -0.179
55 H 0.739 -3.589 -1.774
56 H 0.982 -1.813 -3.186
57 H 0.840 0.182 -4.609
58 H -0.399 2.166 -3.876
59 H -1.405 2.266 -1.608

The value obtained for the HOMO energy (alpha / beta) is -14.30 / -14.41 eV. As for the multiplicity: 2. The gap between HOMO and LUMO (alpha / beta) comes out at 7.20 / 7.37 eV. The calculation puts the LUMO energy (alpha / beta) at -7.1 / -7.0 eV. The calculation puts the relative energy (zero: lowest compared OMol25 entry of this formula, charge and spin) at 87.8 kJ/mol. The charge is +2.

Entry 7:
# C3H2O3Pr

C3H2O3Pr as an isolated structure (ωB97M-V with the def2-TZVPD basis set, the Open Molecules 2025 dataset).

Positions of all 9 atoms, in Å:
1 H 1.635 1.293 0.878
2 O 0.588 1.201 -0.965
3 C 1.371 0.631 -0.018
4 C 0.549 -0.369 0.812
5 C 1.189 -1.222 1.718
6 O -0.681 -0.566 0.534
7 O 1.610 -1.775 2.633
8 Pr -1.534 0.591 -1.368
9 H 2.281 0.134 -0.407

The value obtained for the HOMO energy (alpha / beta) is -16.93 / -19.16 eV. As for the multiplicity: 4. The gap between HOMO and LUMO (alpha / beta) comes out at 5.07 / 8.93 eV. The calculation puts the LUMO energy (alpha / beta) at -11.9 / -10.2 eV. The calculation puts the relative energy (zero: lowest compared OMol25 entry of this formula, charge and spin) at 65.2 kJ/mol. The charge is +2.

Entry 8:
# C2H8NO

A 2-piece molecular cluster, C2H8NO overall (ωB97M-V with the def2-TZVPD basis set, the Open Molecules 2025 dataset).

Positions of all 12 atoms, in Å:
1 C 0.812 -0.973 1.253
2 O 1.747 -1.286 2.231
3 H 0.603 -1.800 0.566
4 H -0.126 -0.721 1.753
5 H 1.136 -0.103 0.645
6 H 2.530 -1.678 1.835
7 C -1.259 1.559 -1.773
8 N -0.960 0.619 -0.983
9 H -0.931 2.568 -1.566
10 H -1.830 1.353 -2.673
11 H -1.303 -0.324 -1.152
12 H -0.419 0.785 -0.135

The value obtained for the HOMO energy is -13.99 eV. The gap between HOMO and LUMO comes out at 8.02 eV. The calculation puts the LUMO energy at -6.0 eV. The calculation puts the relative energy (zero: lowest compared OMol25 entry of this formula, charge and spin) at 192.5 kJ/mol. The charge is +1.

Number 1: maximum force 0.101 hartree/bohr. Number 2: maximum force 0.035 hartree/bohr. Number 3: maximum force 0.048 hartree/bohr. Number 4: maximum force 0.010 hartree/bohr. Number 5: maximum force 0.009 hartree/bohr. Number 6: maximum force 0.033 hartree/bohr. Number 7: maximum force 0.085 hartree/bohr. Number 8: maximum force 0.010 hartree/bohr.